# 1
Computed, not measured: a structure of composition C7H22BiClI2N2OP2 in a non-equilibrium geometry, with the ωB97M-V functional and the def2-TZVPD basis.

## Properties
E_LUMO = -0.3186 hartree
HOMO = -15.360 eV
Electronic energy = -65772.4052 eV
Largest force on an atom = 6.47 eV/A
Energy relative to the best compared isomer or geometry (same formula, charge and spin) = 0.0 kcal/mol
Total charge = +2

Last column: Mulliken charge in e.
Cartesian coordinates (Å):
1 I 0.121 -0.575 2.738  -0.167
2 I -0.260 0.871 -2.649  -0.178
3 Bi 0.012 -0.026 -0.004  1.427
4 P 2.347 0.827 0.058  0.514
5 C 2.406 2.537 0.527  -1.109
6 C 3.330 -0.116 1.206  -1.199
7 H 4.381 0.161 1.012  0.464
8 H 4.213 0.823 -1.360  0.467
9 H 3.195 -1.190 1.046  0.353
10 H 2.991 -0.372 -1.920  0.356
11 H 1.984 2.687 1.529  0.325
12 H 3.066 0.124 2.243  0.364
13 C 3.138 0.639 -1.529  -1.209
14 H 3.471 2.846 0.536  0.443
15 H 2.745 1.361 -2.255  0.361
16 H 1.861 3.165 -0.191  0.248
17 P -2.156 -1.234 -0.163  0.520
18 C -3.523 -0.178 0.242  -1.103
19 C -2.402 -1.895 -1.798  -1.213
20 H -1.258 -3.227 0.834  0.355
21 H -3.046 -3.247 0.643  0.466
22 H -2.276 -2.319 1.981  0.361
23 C -2.174 -2.638 0.937  -1.202
24 H -1.515 -2.439 -2.137  0.354
25 H -3.260 -2.586 -1.726  0.465
26 H -4.450 -0.781 0.155  0.445
27 H -3.586 0.672 -0.449  0.324
28 H -2.625 -1.098 -2.519  0.366
29 H -3.440 0.199 1.270  0.237
30 Cl 1.041 -2.198 -0.679  -0.443
31 N -2.164 2.989 1.850  -0.384
32 C -1.365 2.903 0.762  0.350
33 N -1.112 3.975 -0.018  -0.372
34 O -0.879 1.868 0.494  0.228
35 H -2.579 3.854 2.089  0.198
36 H -2.329 2.172 2.415  0.199
37 H -0.516 3.876 -0.824  0.196
38 H -1.516 4.851 0.201  0.197

# 2
Computed, not measured: a structure of composition C7H22CrO2P2 in a non-equilibrium geometry, with the ωB97M-V functional and the def2-TZVPD basis.

## Properties
2S+1 = 5
E_LUMO (alpha / beta) = 0.0196 / 0.0178 hartree
HOMO (alpha / beta) = -4.350 / -4.478 eV
Electronic energy = -58705.0619 eV
Largest force on an atom = 2.31 eV/A

Last column: Löwdin spin population.
Cartesian coordinates (Å):
1 Cr 0.141 -1.056 1.092  3.762
2 H 0.115 2.082 -2.802  0.000
3 H 0.860 2.114 -2.707  0.000
4 P 1.355 -2.074 -0.957  0.083
5 C 3.121 -1.888 -0.623  -0.002
6 H 3.705 -2.583 -1.246  0.000
7 H 3.436 -0.860 -0.806  -0.001
8 H 3.309 -2.096 0.432  0.004
9 C 0.884 -3.805 -1.187  0.023
10 H -0.115 -3.848 -1.634  0.006
11 H 1.602 -4.344 -1.822  0.002
12 H 0.817 -4.265 -0.197  0.011
13 C 1.396 -1.534 -2.711  0.017
14 H 1.799 -0.516 -2.800  0.000
15 H 2.023 -2.227 -3.302  0.005
16 H 0.387 -1.522 -3.140  0.002
17 C 1.565 0.186 1.450  -0.138
18 O 2.211 1.146 1.252  -0.093
19 H 0.236 -1.095 -0.579  0.065
20 H 1.074 -2.312 0.871  0.084
21 C -2.901 1.624 2.918  0.004
22 P -1.860 1.696 1.443  0.022
23 C -2.905 2.108 0.036  0.002
24 C -0.725 3.076 1.673  0.003
25 O -1.196 0.359 1.238  0.135
26 H -3.833 2.158 2.703  0.000
27 H -2.408 2.150 3.749  0.000
28 H -3.150 0.596 3.211  0.002
29 H -3.600 2.904 0.324  0.000
30 H -2.327 2.461 -0.825  0.000
31 H -3.501 1.234 -0.248  0.001
32 H 0.290 2.753 1.924  0.000
33 H -0.711 3.694 0.764  0.000
34 H -1.094 3.684 2.507  0.000

# 3
Computed, not measured: a cluster of 3 separate species, C7H22N2O6P2 in total in a non-equilibrium geometry, with the ωB97M-V functional and the def2-TZVPD basis.

## Properties
E_LUMO = 0.0131 hartree
HOMO = -8.648 eV
Electronic energy = -41458.5073 eV
SMILES = N=[PH2]OC(=O)OP(N)O.CC(C)O.CC(C)O
Largest force on an atom = 2.87 eV/A

Last column: Mulliken charge in e.
Cartesian coordinates (Å):
1 N 2.543 -0.387 0.744  -0.598
2 P 2.014 -0.499 -0.724  0.419
3 O 0.538 0.277 -0.991  -0.282
4 C 0.055 0.956 0.099  0.630
5 O 0.622 1.848 0.582  -0.389
6 O -1.176 0.653 0.644  -0.253
7 P -2.302 0.147 -0.547  0.306
8 N -2.851 -1.438 -0.065  -0.619
9 O -3.696 1.064 -0.449  -0.476
10 H 3.463 0.054 0.747  0.229
11 H 1.795 -1.862 -1.020  0.044
12 H 3.010 0.035 -1.583  0.097
13 H -2.193 -1.750 0.652  0.282
14 H -2.835 -2.056 -0.873  0.307
15 H -3.488 1.999 -0.251  0.339
16 C 2.099 -5.484 0.175  -1.062
17 C 3.049 -5.369 1.356  0.326
18 C 2.306 -4.979 2.626  -1.131
19 O 4.049 -4.393 1.073  -0.542
20 H 1.607 -4.527 -0.025  0.171
21 H 2.645 -5.755 -0.731  0.306
22 H 1.330 -6.238 0.357  0.364
23 H 3.562 -6.321 1.509  0.294
24 H 1.823 -4.005 2.508  0.271
25 H 3.001 -4.890 3.463  0.310
26 H 1.544 -5.718 2.881  0.350
27 H 3.605 -3.546 0.938  0.333
28 C -1.284 4.541 -0.378  -1.000
29 C -2.398 4.760 -1.387  0.408
30 C -2.417 6.193 -1.893  -1.407
31 O -3.656 4.447 -0.780  -0.564
32 H -1.417 5.182 0.498  0.321
33 H -1.293 3.510 -0.020  0.136
34 H -0.307 4.749 -0.816  0.372
35 H -2.271 4.076 -2.229  0.288
36 H -2.590 6.893 -1.070  0.349
37 H -3.229 6.337 -2.608  0.340
38 H -1.475 6.453 -2.378  0.369
39 H -3.781 5.045 -0.033  0.360

# 4
Computed, not measured: a structure of composition C7H22N4O7Sm in a non-equilibrium geometry, with the ωB97M-V functional and the def2-TZVPD basis.

## Properties
2S+1 = 6
E_LUMO (alpha / beta) = -0.1415 / -0.1406 hartree
HOMO (alpha / beta) = -9.814 / -9.830 eV
Electronic energy = -45805.8486 eV
Largest force on an atom = 5.86 eV/A
Total charge = +1

Last column: Löwdin spin population.
Cartesian coordinates (Å):
1 O -1.728 -1.233 1.597  -0.016
2 H -2.984 -0.797 1.911  0.000
3 Sm 0.512 -1.224 0.386  5.054
4 N -0.244 -1.772 -1.816  -0.007
5 N -0.498 0.545 -1.075  -0.008
6 O -0.015 -3.124 -2.161  0.000
7 O -0.608 1.890 -0.638  0.000
8 C -0.939 -1.041 -2.695  0.002
9 C -1.095 0.314 -2.255  0.002
10 C -1.483 -1.552 -3.977  0.000
11 C -1.820 1.341 -3.045  0.000
12 H -1.210 -2.600 -4.130  0.000
13 H -1.101 -0.956 -4.819  0.000
14 H -2.580 -1.465 -3.990  0.000
15 H -1.759 2.312 -2.548  0.000
16 H -2.877 1.061 -3.165  0.000
17 H -1.394 1.419 -4.055  0.000
18 H 0.492 -3.443 -1.352  0.000
19 H -0.100 1.911 0.208  0.000
20 O 2.588 -0.322 -0.704  -0.003
21 H 2.950 -0.702 -1.527  0.000
22 H 2.627 0.648 -0.813  0.000
23 C -4.032 -0.798 2.429  -0.002
24 H -4.318 -1.826 2.669  0.000
25 H -4.775 -0.363 1.752  0.000
26 H -3.981 -0.207 3.349  0.000
27 O 1.180 -3.148 0.198  -0.017
28 H -1.734 -2.066 2.098  0.001
29 H 1.539 -4.012 0.456  0.001
30 C 0.919 3.349 2.634  0.000
31 O 1.675 2.224 3.203  0.000
32 C 1.647 1.112 2.490  0.000
33 O 1.070 0.987 1.373  -0.005
34 N 2.322 0.088 3.039  0.000
35 N 2.302 -1.164 2.334  -0.003
36 H 1.073 4.155 3.349  0.000
37 H -0.146 3.094 2.557  0.000
38 H 1.317 3.619 1.648  0.000
39 H 2.717 0.190 3.968  0.000
40 H 3.187 -1.234 1.812  0.000
41 H 2.339 -1.916 3.028  0.000

What is the formula in the first record? C7H22BiClI2N2OP2

Which of these has the highest electronic energy? C7H22N2O6P2

Please write out number 2 again, unchanged.
Computed, not measured: a structure of composition C7H22CrO2P2 in a non-equilibrium geometry, with the ωB97M-V functional and the def2-TZVPD basis.

## Properties
2S+1 = 5
E_LUMO (alpha / beta) = 0.0196 / 0.0178 hartree
HOMO (alpha / beta) = -4.350 / -4.478 eV
Electronic energy = -58705.0619 eV
Largest force on an atom = 2.31 eV/A

Last column: Löwdin spin population.
Cartesian coordinates (Å):
1 Cr 0.141 -1.056 1.092  3.762
2 H 0.115 2.082 -2.802  0.000
3 H 0.860 2.114 -2.707  0.000
4 P 1.355 -2.074 -0.957  0.083
5 C 3.121 -1.888 -0.623  -0.002
6 H 3.705 -2.583 -1.246  0.000
7 H 3.436 -0.860 -0.806  -0.001
8 H 3.309 -2.096 0.432  0.004
9 C 0.884 -3.805 -1.187  0.023
10 H -0.115 -3.848 -1.634  0.006
11 H 1.602 -4.344 -1.822  0.002
12 H 0.817 -4.265 -0.197  0.011
13 C 1.396 -1.534 -2.711  0.017
14 H 1.799 -0.516 -2.800  0.000
15 H 2.023 -2.227 -3.302  0.005
16 H 0.387 -1.522 -3.140  0.002
17 C 1.565 0.186 1.450  -0.138
18 O 2.211 1.146 1.252  -0.093
19 H 0.236 -1.095 -0.579  0.065
20 H 1.074 -2.312 0.871  0.084
21 C -2.901 1.624 2.918  0.004
22 P -1.860 1.696 1.443  0.022
23 C -2.905 2.108 0.036  0.002
24 C -0.725 3.076 1.673  0.003
25 O -1.196 0.359 1.238  0.135
26 H -3.833 2.158 2.703  0.000
27 H -2.408 2.150 3.749  0.000
28 H -3.150 0.596 3.211  0.002
29 H -3.600 2.904 0.324  0.000
30 H -2.327 2.461 -0.825  0.000
31 H -3.501 1.234 -0.248  0.001
32 H 0.290 2.753 1.924  0.000
33 H -0.711 3.694 0.764  0.000
34 H -1.094 3.684 2.507  0.000

Which value of electronic energy does entry 3 give? -41458.5073 eV